Record 1
24
Properties=species:S:1:pos:R:3 method="wB97M-V/def2-TZVPD" orbital_gap_ev="6.62 / 7.23" e_homo_ev="-5.73 / -6.33"
C -1.02907 1.22402 0.47267
C -0.35374 -1.31131 1.47764
C -2.46917 0.94482 0.12417
N -0.42237 -0.73144 0.13651
H -0.99716 -1.33411 -0.45679
H -0.56296 1.96865 -0.15763
H -0.82895 1.38935 1.52145
H 0.06322 -2.32108 1.46772
H -1.35573 -1.34847 1.90828
H 0.27711 -0.66049 2.08749
H -3.05297 1.85778 0.29725
H -2.59199 0.68093 -0.92905
H -2.91565 0.15626 0.73403
C 0.92524 -0.44917 -0.52545
N 1.75100 -1.66314 -0.36603
N 0.74551 -0.25324 -1.94030
C 1.42058 0.81166 0.15792
O 1.49095 1.97057 -0.65933
H 2.32408 1.99809 -1.15023
H 2.54714 -1.55390 -0.98430
H 2.12138 -1.71030 0.57790
H 0.21299 -0.98989 -2.38547
H 0.36573 0.66075 -2.14346
H 2.33486 0.66368 0.73501


Record 2
25
Properties=species:S:1:pos:R:3 method="wB97M-V/def2-TZVPD" orbital_gap_ev=9.14 e_homo_ev=-8.33
C 3.30831 0.50930 1.28003
C -3.04656 -1.83448 0.37654
C -1.49341 -2.81558 -1.10175
C 2.05770 1.20621 1.11825
C 1.60022 1.53634 -0.30020
N -1.52370 0.72414 -1.72127
N 0.25851 2.10477 -0.39526
N -2.19482 -1.73908 -0.50466
O -1.82074 1.35177 0.78399
S -0.92036 0.72945 -0.20177
H 3.32430 -0.43862 0.87755
H 4.16753 1.12808 1.03703
H 3.72190 0.44704 2.41618
H -3.39798 -0.92561 0.86075
H -3.44530 -2.73424 0.70603
H -2.16102 1.44359 -1.90547
H -1.83488 -3.80655 -0.83002
H -1.49778 -2.54892 -2.18539
H -0.44353 -2.70677 -0.56086
H 2.19976 2.17301 1.63006
H 1.24653 0.65825 1.71132
H 2.22182 2.30091 -0.70973
H 1.54772 0.53352 -0.86993
H -1.93203 -0.17685 -1.79141
H 0.05783 2.88033 0.27999


Record 3
24
Properties=species:S:1:pos:R:3 method="wB97M-V/def2-TZVPD" charge=+1 smiles="CNN(C)CN(C)C=[NH2+]" orbital_gap_ev=9.85 e_homo_ev=-12.69
C 0.57333 -1.05489 0.05791
C -1.12741 -1.27854 -1.65399
C -1.78787 -0.64729 0.58872
C 1.59719 0.16094 1.91118
C 1.05478 2.47372 -0.13827
N -0.82155 -1.04036 -0.41493
N 0.88787 0.22245 0.64230
N -2.32781 -1.21897 -2.19291
N 1.45625 1.09013 -0.31936
H 0.65382 -1.84278 0.81326
H 1.21987 -1.29562 -0.79521
H -0.31310 -1.55341 -2.31796
H -1.50043 -1.08207 1.54488
H -1.78864 0.43738 0.70100
H -2.78835 -0.99393 0.34196
H 2.60412 -0.26459 1.80850
H 1.68263 1.17176 2.30491
H 1.02675 -0.43138 2.62307
H 1.46630 2.94668 0.76144
H 1.39091 3.03006 -1.01074
H -0.03294 2.51696 -0.08930
H -2.45813 -1.41971 -3.17276
H -3.14426 -0.94405 -1.66506
H 2.47668 1.01751 -0.32863


Record 4
22
Properties=species:S:1:pos:R:3 method="wB97M-V/def2-TZVPD" charge=-1 multiplicity=2 orbital_gap_ev="2.56 / 9.89" e_homo_ev="1.35 / -5.88"
C 0.40918 -0.00849 2.02594
C 1.20648 -1.21574 2.49115
C 0.86954 0.57275 0.68458
N -0.16070 0.75831 -0.33534
C -0.76941 -0.50864 -0.74547
C -1.65375 -0.40406 -1.98399
H 0.36452 0.71485 2.84007
H -0.65583 -0.28452 1.97186
H 0.97497 -2.12340 1.92533
H 2.28686 -1.09107 2.31664
H 1.08122 -1.47689 3.53922
H 1.33840 1.54786 0.84605
H 1.69846 -0.01312 0.28245
H -0.84080 1.37811 0.10777
H -1.23125 -1.07460 0.06748
H 0.07758 -1.15282 -0.99735
H -2.34201 -1.24704 -1.97976
H -1.04386 -0.47279 -2.87994
H -2.24928 0.50714 -2.02482
H -0.05086 1.78384 -3.48431
H 0.21285 1.69213 -1.91008
O 0.47769 2.11819 -2.75746


Record 5
22
Properties=species:S:1:pos:R:3 method="wB97M-V/def2-TZVPD" smiles=CC[C@H](C)NC.O orbital_gap_ev=8.99 e_homo_ev=-8.28
C -0.52710 0.05872 1.74400
N -0.09501 -1.21496 0.80912
C 0.93487 -1.23317 -3.02766
C 0.54343 -1.81706 -1.64512
C 0.48200 -0.62705 -0.46967
C 1.93155 -0.15537 -0.24278
H 0.23163 0.79090 1.57160
H -1.50172 0.42840 1.36413
H -0.72664 -0.30957 2.75545
H -0.31355 -2.21576 0.54942
H 1.64169 -0.38049 -2.78959
H 1.33446 -1.98525 -3.65417
H 0.04866 -0.68179 -3.51283
H 1.21677 -2.57596 -1.32257
H -0.35586 -2.48720 -1.80002
H -0.17574 0.05118 -0.97341
H 1.96928 0.46018 0.60882
H 2.29441 0.56663 -1.03463
H 2.79549 -0.82236 -0.04352
H -3.48076 5.36346 3.93429
H -4.12201 4.15855 3.15960
O -4.12584 4.62797 4.01953


Record 6
22
Properties=species:S:1:pos:R:3 method="wB97M-V/def2-TZVPD" smiles=CC(C)[C@@H](C)N.O orbital_gap_ev=9.70 e_homo_ev=-9.06
C -0.73236 -1.88311 -1.34514
C -0.51892 -1.10741 -0.05436
C -1.02822 0.36513 -0.09837
C -0.84170 0.94897 1.30849
C -0.45406 1.15270 -1.22364
N 0.90782 -1.32338 0.32060
H 0.03613 -1.59010 -2.06870
H -1.74761 -1.68288 -1.72691
H -0.69109 -2.95247 -1.14984
H -1.08944 -1.67922 0.69171
H -2.11546 0.22329 -0.22190
H -1.01270 0.14797 2.01864
H 0.22850 1.22510 1.35817
H -1.42366 1.87570 1.43084
H -0.72704 0.78676 -2.22204
H 0.63097 1.28260 -1.12663
H -0.83210 2.17850 -1.29577
H 1.03931 -1.46614 1.31028
H 1.41745 -0.51141 -0.00496
H 2.65516 1.54855 2.00664
H 3.03279 1.43553 0.61876
O 3.26622 1.02531 1.47413


Record 7
22
Properties=species:S:1:pos:R:3 method="wB97M-V/def2-TZVPD" smiles=CCCNCC.O orbital_gap_ev=10.31 e_homo_ev=-9.33
C -0.12769 -0.06301 2.22280
C -0.31475 -1.55581 2.48855
C 0.64294 0.33444 0.90238
N -0.12237 0.58029 -0.35709
C -0.69655 -0.69430 -0.86583
C -1.62524 -0.44300 -2.02294
H 0.55434 0.38377 2.99342
H -1.11231 0.40483 2.22999
H -1.09627 -1.90240 1.83738
H 0.60654 -2.12332 2.31155
H -0.67140 -1.67440 3.49894
H 1.15779 1.25785 1.09665
H 1.47361 -0.37661 0.68467
H -0.85518 1.27022 -0.13684
H -1.15280 -1.34140 -0.11530
H 0.17939 -1.21959 -1.23020
H -2.07256 -1.42022 -2.37318
H -1.21028 0.16955 -2.83230
H -2.50166 0.16534 -1.67710
H 2.16962 2.52788 -1.82936
H 1.40360 1.34244 -1.37488
O 2.06348 1.59888 -2.07766


Record 8
22
Properties=species:S:1:pos:R:3 method="wB97M-V/def2-TZVPD" smiles=CN(C)CO.CC orbital_gap_ev=8.52 e_homo_ev=-7.88
C 0.53226 -1.72020 1.28780
C -0.16336 1.64704 0.61906
C -1.97808 0.34152 -0.31422
C 2.02163 -1.82858 1.03606
N -0.53754 0.49082 -0.18242
H -0.00424 -2.62515 1.01184
H 0.31427 -1.50011 2.33037
H -2.19376 -0.51760 -0.94781
H -2.40274 0.14776 0.67125
H -0.47186 2.58533 0.14419
H -0.60372 1.54719 1.61094
H 0.91875 1.66250 0.73018
H -2.44656 1.22495 -0.76912
H 2.52226 -0.89705 1.30170
H 2.21786 -2.01608 -0.02109
H 2.48141 -2.64088 1.60453
C 0.11427 0.70629 -1.70017
O -0.28569 1.86510 -2.38633
H -1.20276 1.76317 -2.66310
H 1.19044 0.78617 -1.54453
H -0.11417 -0.20792 -2.26168
H 0.09131 -0.81431 0.44256


Record 9
22
Properties=species:S:1:pos:R:3 method="wB97M-V/def2-TZVPD" smiles=CC(C)N(C)C.O orbital_gap_ev=9.20 e_homo_ev=-8.37
C -1.06749 0.94735 -0.24096
N 0.27241 0.97569 0.31666
C 0.19496 1.15317 1.75200
C 0.91488 -1.41319 0.69435
C 1.06742 -0.18640 -0.18641
C 2.51834 0.27640 -0.34123
H -1.07356 0.99847 -1.31193
H -1.71963 1.77274 0.04705
H -1.54607 0.00365 0.04712
H 0.35163 2.22231 1.96430
H -0.76080 0.81525 2.16779
H 1.00804 0.68062 2.28060
H 1.24670 -2.31238 0.18208
H 1.48348 -1.25980 1.59462
H -0.13033 -1.52094 0.96457
H 0.63512 -0.31259 -1.17292
H 3.06493 -0.32998 -1.05105
H 2.97378 0.31389 0.65293
H 2.49043 1.27910 -0.78890
H -2.67962 -1.20292 -1.16144
H -4.13115 -1.16511 -1.53750
O -3.26431 -1.42054 -1.89800


Record 10
22
Properties=species:S:1:pos:R:3 method="wB97M-V/def2-TZVPD" smiles=CC(C)[C@H](C)N.O orbital_gap_ev=9.46 e_homo_ev=-8.60
C 2.86011 0.71568 -0.29500
C 1.54114 0.21916 -0.89674
C 0.88237 -0.88999 -0.03608
C -0.33327 -1.48474 -0.72711
C 0.58933 -0.41843 1.38443
N 0.62985 1.33351 -1.12085
H 3.53994 1.01112 -1.08045
H 2.72458 1.43083 0.50462
H 3.34643 -0.15998 0.14449
H 1.74821 -0.26452 -1.85145
H 1.64380 -1.67370 0.05053
H -0.01828 -1.94168 -1.66325
H -1.04994 -0.72188 -1.04046
H -0.77482 -2.21214 -0.05292
H 1.50840 -0.10335 1.88078
H -0.17081 0.35467 1.33352
H 0.21976 -1.22706 2.01367
H 0.23471 1.50299 -2.02656
H -0.00222 1.59804 -0.39854
H -5.65594 -0.21936 1.45991
H -4.88378 0.97304 2.02898
O -4.98093 0.42842 1.24363


Record 11
22
Properties=species:S:1:pos:R:3 method="wB97M-V/def2-TZVPD" smiles=CC(C)N(C)C.O orbital_gap_ev=8.98 e_homo_ev=-8.18
C 1.04191 0.19831 1.36328
N -0.14618 -0.48282 0.87944
C -1.38741 0.09776 1.28750
C -0.81826 -0.14322 -1.52907
C -0.11026 -1.02454 -0.51961
C -0.65813 -2.42873 -0.42292
H 1.90327 -0.26927 0.88759
H 1.11044 -0.02641 2.42870
H 1.11290 1.28475 1.25647
H -1.27102 0.55811 2.27220
H -1.71753 0.98193 0.70272
H -2.21777 -0.60509 1.27690
H -0.79999 -0.61107 -2.51716
H -1.89010 -0.04926 -1.32235
H -0.50299 0.89123 -1.66864
H 0.93811 -1.08724 -0.82058
H -0.91667 -2.90975 -1.37437
H -1.61949 -2.40576 0.09892
H -0.02524 -3.12683 0.11761
H 1.18181 2.37830 -0.67926
H 1.52154 3.84710 -0.64180
O 1.85869 3.02237 -0.91748


| no. | DFT total energy (eV) |
| --- | --- |
| 1 | -11941.268 |
| 2 | -22778.176 |
| 3 | -11381.674 |
| 4 | -8964.298 |
| 5 | -8963.310 |
| 6 | -8965.632 |
| 7 | -8965.490 |
| 8 | -8963.713 |
| 9 | -8965.124 |
| 10 | -8965.718 |
| 11 | -8965.102 |